(1)
Formula: C30H60FN3O21S6
Source: the Open Molecules 2025 dataset
Level of theory: the ωB97M-V functional and the def2-TZVPD basis

Summary:
Structure (SMILES): O=C1OC[C@@H](F)O1.C[N+](=O)[O-].C[N+](=O)[O-].C[N+](=O)[O-].O=S1(=O)CCCC1.O=S1(=O)CCCC1.O=S1(=O)CCCC1.O=S1(=O)CCCC1.O=S1(=O)CCCC1.O=S1(=O)CCCC1
Electronic energy: -5412.0187 a.u.
Energy above the lowest of the compared OMol25 structures with the same formula, charge and spin: 32.9 kJ/mol

```
121
C30H60FN3O21S6, DFT the ωB97M-V functional and the def2-TZVPD basis
O -14.28335 13.36809 -9.02075
C -14.18856 12.26980 -9.42799
O -12.98532 11.66476 -9.72826
C -13.27634 10.70259 -10.75122
C -14.71160 10.34049 -10.43546
F -14.77200 9.24313 -9.58581
O -15.21030 11.45632 -9.76708
H -13.20130 11.08118 -11.77245
H -12.57632 9.88625 -10.59366
H -15.31191 10.05241 -11.30023
C -16.59032 14.33785 -11.17131
N -15.25468 14.83676 -11.51698
O -14.94407 15.92675 -11.08021
O -14.58810 14.24370 -12.34828
H -16.99343 14.50598 -10.17936
H -16.58117 13.25363 -11.29522
H -17.26611 14.67581 -11.95420
C -20.95139 13.48742 -6.71319
N -19.65900 13.93089 -6.16447
O -19.33707 13.47405 -5.08142
O -19.01045 14.74010 -6.79114
H -21.66719 14.25658 -6.43164
H -21.18907 12.52894 -6.26557
H -20.82341 13.38777 -7.78415
C -18.89830 10.90847 -10.65700
N -19.35099 11.50629 -9.40708
O -18.96810 12.63697 -9.15791
O -20.02176 10.84805 -8.64195
H -19.28368 9.89464 -10.74401
H -17.82121 10.75292 -10.59934
H -19.22227 11.47134 -11.52385
O -18.04746 10.38234 -4.46817
S -16.88815 9.80559 -5.08534
O -15.54337 10.18855 -4.76911
C -17.01991 7.96116 -5.14121
C -16.84891 7.61550 -6.59625
C -17.54002 8.65783 -7.47546
C -17.16814 10.02692 -6.93848
H -18.02396 7.76438 -4.76371
H -16.26333 7.59219 -4.45416
H -15.77509 7.55035 -6.79534
H -17.24638 6.62043 -6.81150
H -18.63122 8.58231 -7.44466
H -17.20838 8.49804 -8.50285
H -17.71494 10.93493 -7.17330
H -16.15302 10.21939 -7.30899
O -26.51840 12.90049 -11.07992
S -25.24000 12.27514 -11.21225
O -24.70671 11.84497 -12.49547
C -23.91921 13.27990 -10.43036
C -23.34002 12.39713 -9.31307
C -23.71701 10.91599 -9.58953
C -25.15476 10.87265 -10.09793
H -24.37521 14.16056 -9.98576
H -23.20462 13.53295 -11.20689
H -22.26554 12.57373 -9.32035
H -23.76180 12.69191 -8.35229
H -23.53957 10.27834 -8.72555
H -23.06205 10.57644 -10.39639
H -25.90377 11.00616 -9.31928
H -25.35662 9.96653 -10.66377
O -22.27093 15.07369 -15.78200
S -22.24226 14.99857 -14.33173
O -23.45997 15.26469 -13.58794
C -21.53247 13.37061 -13.83225
C -20.40627 13.69362 -12.84864
C -19.83903 15.08163 -13.22232
C -20.94720 16.03921 -13.63150
H -21.05487 13.00629 -14.74206
H -22.39858 12.78988 -13.52447
H -20.80315 13.72212 -11.83046
H -19.55664 13.01797 -12.90623
H -19.15242 14.97451 -14.06580
H -19.23011 15.50984 -12.42551
H -20.59862 16.68699 -14.43301
H -21.43711 16.60265 -12.84189
O -20.47325 10.42793 -13.30768
S -20.27072 9.93170 -14.65392
O -19.41447 10.59468 -15.60592
C -19.66174 8.19550 -14.42025
C -20.70968 7.28465 -15.10261
C -22.04635 7.96480 -15.05936
C -21.83683 9.43493 -15.41178
H -19.55217 8.09696 -13.34191
H -18.64894 8.22091 -14.81934
H -20.40335 7.22664 -16.15409
H -20.56274 6.28230 -14.70668
H -22.46447 7.93247 -14.04882
H -22.73026 7.53404 -15.78845
H -22.61197 10.13235 -15.09598
H -21.75380 9.51603 -16.49714
O -18.36433 5.91992 -12.39123
S -17.35982 6.56707 -11.56747
O -17.69165 7.86719 -11.03202
C -16.87341 5.54129 -10.18399
C -15.46161 6.01486 -9.85943
C -14.72163 6.12231 -11.21685
C -15.65712 6.64532 -12.30361
H -16.82822 4.50954 -10.53748
H -17.59879 5.63914 -9.38026
H -15.51763 6.91557 -9.25374
H -14.92904 5.23592 -9.31441
H -14.21950 5.19087 -11.46703
H -13.90146 6.82651 -11.05605
H -15.70931 6.10161 -13.24652
H -15.54106 7.68365 -12.61419
O -23.70326 9.25690 -3.42653
S -22.50716 8.47296 -3.64529
O -21.77804 7.92050 -2.52960
C -22.80215 7.12453 -4.84378
C -22.61100 7.76957 -6.21282
C -21.46766 8.75469 -6.09547
C -21.41900 9.46234 -4.74379
H -23.64406 6.46834 -4.65611
H -21.88378 6.55133 -4.67512
H -22.41249 7.05058 -7.01269
H -23.52435 8.22390 -6.61359
H -21.55918 9.45073 -6.93776
H -20.54678 8.25041 -6.40239
H -21.77076 10.48835 -4.66779
H -20.39882 9.48712 -4.35972
```



(2)
Formula: C30H60FN4O5S3
Source: the Open Molecules 2025 dataset
Level of theory: the ωB97M-V functional and the def2-TZVPD basis

Summary:
Electronic energy: -3068.3878 a.u.
Net charge: +1

```
103
C30H60FN4O5S3, DFT the ωB97M-V functional and the def2-TZVPD basis
O -1.78118 0.89777 2.45942
C -1.66301 0.22866 1.45872
O -2.41497 -0.84789 1.13557
C -3.82246 -0.66672 1.33470
C -4.44442 0.39352 0.43329
C -4.72534 -0.19052 -0.97696
C -4.45565 0.77523 -2.12160
C -2.97433 1.20533 -2.19829
C -2.24942 0.54057 -3.35673
N -0.82194 0.85761 -3.39657
C -0.17259 0.27652 -2.19555
C 1.24142 -0.24883 -2.44986
C 1.55217 -1.39848 -1.47115
C 2.13611 -0.88716 -0.13530
C 3.64241 -1.09877 -0.03225
C 4.17844 -0.42558 1.25056
C 5.64786 -0.84436 1.46742
S 6.75816 0.31807 0.61652
C 7.37642 1.18092 1.99461
N 7.15866 0.89250 3.21795
N 7.80247 1.82624 3.98963
C 8.35881 2.63442 3.17469
O 8.14570 2.28816 1.90167
C -0.63492 2.28953 -3.48040
S 0.08412 2.79234 -5.07626
O 0.27642 4.19456 -4.95283
O -0.78793 2.44242 -6.13677
F 1.45754 2.11886 -5.18223
C -1.89703 3.15595 -3.38808
N -2.83326 2.72383 -2.30655
S -2.40056 3.50287 -0.75339
H -0.88540 0.46228 0.70819
H -4.07636 -0.48954 2.37730
H -4.28987 -1.61554 1.08477
H -5.38685 0.70997 0.87315
H -3.81629 1.28167 0.36291
H -5.78843 -0.42337 -0.99617
H -4.20423 -1.14021 -1.08872
H -5.14124 1.62509 -2.13433
H -4.64637 0.23535 -3.05215
H -2.54955 0.93034 -1.24024
H -2.71926 0.80064 -4.30696
H -2.41116 -0.52750 -3.24821
H -0.16386 1.02034 -1.38569
H -0.76972 -0.55004 -1.81642
H 1.36070 -0.57563 -3.47832
H 1.94806 0.53651 -2.18245
H 0.65841 -1.97666 -1.22801
H 2.24939 -2.09062 -1.93727
H 1.68271 -1.46179 0.67438
H 1.88071 0.16136 0.04033
H 4.15039 -0.67173 -0.89754
H 3.89125 -2.15621 0.05037
H 3.54210 -0.77125 2.06388
H 4.13633 0.65285 1.12063
H 5.79848 -1.82980 1.03857
H 5.90660 -0.86899 2.52005
H 8.94098 3.47709 3.48956
H 0.08988 2.62390 -2.73567
H -1.61438 4.19181 -3.24256
H -2.42071 3.09725 -4.34276
H -3.74552 3.12562 -2.52948
H -1.55175 2.58268 -0.25168
C 6.94259 -2.80349 -3.66158
C 7.00216 -1.28130 -3.57124
C 5.84081 -0.67666 -2.78507
C 4.45574 -0.92609 -3.38544
C 4.27131 -0.42775 -4.81821
C 4.43007 1.08376 -4.95773
H 6.04761 -3.14414 -4.18496
H 7.80562 -3.18720 -4.20624
H 6.94921 -3.25191 -2.66582
H 7.04290 -0.85498 -4.57711
H 7.93574 -0.99556 -3.08094
H 6.00621 0.39963 -2.68040
H 5.85573 -1.08067 -1.76664
H 3.71070 -0.44459 -2.74513
H 4.23139 -1.99724 -3.35209
H 3.26834 -0.70787 -5.15674
H 4.96812 -0.93453 -5.48961
H 3.70787 1.61008 -4.33095
H 4.26422 1.39118 -5.99120
H 5.43040 1.41170 -4.67407
C -8.06440 0.04591 7.70434
C -6.78487 -0.75735 7.92007
C -5.67993 -0.41638 6.92126
C -6.02050 -0.70908 5.45939
C -6.39956 -2.15877 5.15954
C -5.27429 -3.14911 5.44493
H -8.50634 -0.15060 6.72614
H -8.80911 -0.21332 8.45757
H -7.86809 1.11713 7.78294
H -7.01258 -1.82608 7.88501
H -6.41194 -0.55805 8.92745
H -4.77150 -0.95695 7.20084
H -5.43425 0.64625 7.01305
H -5.15731 -0.43245 4.84199
H -6.83849 -0.05704 5.13854
H -6.67218 -2.23385 4.10202
H -7.29197 -2.44353 5.72191
H -4.38691 -2.91109 4.85305
H -5.58340 -4.16362 5.18980
H -4.99189 -3.14782 6.49792
```



Values for Kohn-Sham gap, eV, ordered as above
9.780; 6.509
Values for lowest unoccupied orbital energy, eV, ordered as above
-0.54; -3.97